No. 1
Density functional theory data (the ωB97M-V functional and the def2-TZVPD basis) for a cluster of 3 separate species, C4H3ClO3 in total at a distorted geometry.

Each line ends with the natural charge from an NBO analysis.
Cartesian coordinates (Å):
1 O 1.857 0.697 -1.998  -0.4574
2 C 1.122 0.196 -1.225  0.6060
3 Cl 3.489 0.663 0.538  -0.2861
4 H 0.720 -0.496 1.761  0.2056
5 H -0.894 0.602 1.419  0.1994
6 O 3.298 -2.455 -1.283  -0.4933
7 H 3.893 1.727 1.250  0.2869
8 O -0.535 -1.091 0.219  -0.4243
9 C -0.051 -0.134 1.108  -0.0490
10 C 0.194 -0.119 -0.390  -0.0779
11 C 2.577 -2.096 -0.491  0.4901

Computed properties:
Gap between HOMO and LUMO, eV: 8.9
Energy relative to the best compared isomer or geometry (same formula, charge and spin), kcal per mole: 54.0
Total charge: 0
HOMO level, hartree: -0.318
E_LUMO, eV: 0.2171

=====

No. 2
Density functional theory data (the ωB97M-V functional and the def2-TZVPD basis) for a structure of composition C13H13Cl9N2 at a distorted geometry.

Each line ends with the natural charge from an NBO analysis.
Cartesian coordinates (Å):
1 H 4.329 -0.984 -0.974  0.2368
2 C -0.523 1.337 -2.325  -0.1617
3 C -1.583 3.409 -2.820  0.0393
4 H -0.427 -0.843 2.894  0.2182
5 C 2.300 2.538 -1.259  -0.2696
6 C 3.329 -0.980 -1.408  -0.2870
7 H 0.694 -1.566 5.011  0.1870
8 C -1.648 1.692 -4.405  0.0584
9 N -0.494 -3.067 5.477  -0.4107
10 H -2.659 -2.180 2.322  0.2212
11 C -0.964 2.621 -1.919  -0.3444
12 H -1.962 4.379 -2.536  0.1920
13 C -1.636 -3.749 5.126  0.0266
14 Cl -0.318 -0.876 -1.351  0.0089
15 H -1.954 -4.566 5.757  0.1982
16 H 2.191 3.591 -1.519  0.2543
17 C -2.389 -3.377 4.020  -0.2591
18 Cl 2.782 -2.669 -1.396  0.0184
19 C -0.217 -2.039 4.675  0.0492
20 C 0.073 -0.060 0.230  -0.2744
21 C -0.856 0.815 -3.612  -0.3522
22 Cl 3.342 -0.254 -2.976  0.0819
23 N -2.007 2.983 -4.067  -0.4475
24 H 0.066 0.703 -1.678  0.2194
25 Cl 1.775 1.416 -2.525  0.1153
26 H -0.553 -0.170 -3.934  0.2245
27 Cl 0.059 -1.148 1.616  0.1535
28 H 1.068 0.372 0.118  0.1038
29 Cl 4.145 2.592 -1.182  -0.0492
30 H -1.943 1.398 -5.401  0.1923
31 C -0.868 -1.644 3.469  -0.3275
32 Cl 1.521 2.174 0.293  0.0680
33 Cl -0.958 1.357 0.418  0.0201
34 C -2.026 -2.305 3.188  -0.1582
35 Cl 2.353 -0.009 -0.209  0.0222
36 H -0.745 3.042 -0.949  0.2170
37 H -3.297 -3.931 3.833  0.2149

Computed properties:
Gap between HOMO and LUMO, eV: 8.6
Energy relative to the best compared isomer or geometry (same formula, charge and spin), kcal per mole: 372.2
Total charge: 0
HOMO level, hartree: -0.317
E_LUMO, eV: -0.0256

=====

No. 3
Density functional theory data (the ωB97M-V functional and the def2-TZVPD basis) for a structure of composition C39H43BrCeGeN5O6S4 at a distorted geometry.

Each line ends with the Mulliken spin population.
Cartesian coordinates (Å):
1 H 3.598 5.408 0.284  0.0000
2 S -1.817 -2.352 1.679  -0.0061
3 H -3.406 2.121 4.291  0.0000
4 C 3.184 4.389 0.173  0.0003
5 H -2.668 -3.706 -9.263  0.0000
6 O 3.248 2.135 5.505  0.0000
7 H -3.029 -3.259 -4.981  0.0000
8 H -2.307 -5.396 -0.811  0.0000
9 H 5.504 -0.522 4.830  0.0000
10 Ge -1.408 -0.813 -4.377  -0.0005
11 H 5.390 3.000 7.312  0.0000
12 H 4.253 -0.903 7.139  0.0000
13 H 5.349 0.753 8.903  0.0000
14 O 1.775 -0.585 -0.912  -0.0036
15 H -2.631 -1.167 -1.566  0.0000
16 S 3.706 1.429 6.700  0.0000
17 N 0.664 2.052 0.360  -0.0043
18 H -3.552 0.819 -0.456  0.0000
19 H -1.130 -0.213 -7.361  0.0000
20 C 3.177 0.338 1.792  0.0019
21 C -1.223 -4.632 -2.496  -0.0001
22 S -0.609 -4.896 2.538  -0.0016
23 H 5.889 1.781 6.067  0.0000
24 C 0.410 0.005 -4.362  0.0000
25 H 0.796 -2.026 3.710  -0.0003
26 C -4.422 2.772 -3.524  0.0000
27 H -2.802 3.699 -2.404  0.0000
28 H 0.132 1.075 -4.324  0.0001
29 C -0.645 -3.591 1.505  0.0018
30 C -3.895 0.662 -4.595  0.0000
31 H -1.411 -1.594 -9.315  0.0000
32 N 3.766 -0.654 3.733  0.0001
33 O 5.455 1.928 1.903  0.0000
34 H -3.611 -4.485 -7.010  0.0000
35 C -1.593 -1.192 -7.234  0.0000
36 H 6.903 1.542 8.588  0.0000
37 C 1.071 3.141 0.229  0.0089
38 Ce 0.154 -0.330 0.712  1.0005
39 C -1.064 -3.531 -3.368  0.0004
40 C -4.685 1.934 2.556  0.0007
41 H -0.776 -5.612 -2.697  0.0000
42 N -2.379 0.941 1.276  0.0023
43 H -5.572 2.377 3.019  0.0001
44 C -2.535 -3.124 -8.346  0.0000
45 C 6.068 1.022 8.137  0.0000
46 C -4.817 1.680 -4.308  0.0000
47 C -1.960 -1.666 -5.979  0.0000
48 C -2.745 -2.831 -5.945  0.0000
49 C -4.692 1.591 1.167  -0.0002
50 H 2.050 -2.410 4.972  0.0001
51 C 1.443 -0.309 -3.236  -0.0001
52 N 5.362 0.999 2.737  0.0000
53 H -6.509 2.615 0.807  0.0000
54 H 0.821 -0.171 -5.397  0.0000
55 C 1.870 -2.292 3.880  0.0001
56 H 3.082 1.017 0.942  0.0012
57 C 4.467 -0.945 4.984  0.0000
58 C 0.905 -0.349 -1.811  -0.0019
59 H -3.372 -3.164 -0.281  0.0000
60 C -3.125 2.829 -3.004  0.0000
61 O 2.946 1.494 7.936  0.0000
62 H 3.643 3.945 -0.714  0.0000
63 C -3.480 1.823 3.216  -0.0008
64 Br -0.653 1.238 3.539  0.0014
65 H 2.714 -0.629 6.272  0.0000
66 C 5.421 1.913 7.042  0.0000
67 H 6.471 0.098 7.685  0.0000
68 C -2.304 -2.145 -1.875  -0.0002
69 N 2.222 -0.581 2.123  0.0055
70 H -6.480 0.934 0.207  0.0000
71 H -5.864 1.610 -4.624  0.0000
72 C 4.150 0.319 2.769  -0.0010
73 C -5.898 1.842 0.331  -0.0001
74 O -0.335 -0.144 -1.613  0.0045
75 C -3.558 1.056 0.597  -0.0009
76 H 4.490 -2.046 5.102  0.0000
77 H 1.374 4.824 -0.968  0.0001
78 O 6.328 0.630 3.452  0.0000
79 H -4.234 -0.202 -5.157  0.0000
80 C -3.041 -3.557 -7.105  0.0000
81 H -5.621 2.149 -0.688  0.0000
82 H 2.211 0.504 -3.211  0.0000
83 C -1.559 -2.264 -3.062  -0.0009
84 C -2.100 -4.514 -1.423  0.0004
85 C 1.662 4.445 0.039  0.0009
86 H 2.028 -3.233 3.355  0.0001
87 H 1.972 -1.239 -3.447  -0.0004
88 C 2.625 -1.229 3.247  0.0006
89 C -2.330 1.313 2.567  -0.0019
90 C -2.582 0.683 -4.093  0.0004
91 H 3.519 3.821 1.061  0.0000
92 C -1.803 -1.941 -8.386  0.0000
93 C 3.781 -0.395 6.252  0.0000
94 S 0.700 -3.297 0.444  -0.0065
95 H 1.236 5.165 0.801  0.0003
96 H -1.246 1.820 -2.790  0.0000
97 H -5.162 3.554 -3.274  0.0000
98 C -2.235 1.784 -3.266  -0.0005
99 C -2.679 -3.254 -1.146  -0.0005
100 H -0.430 -3.628 -4.257  0.0000

Computed properties:
⟨S²⟩: 0.75
Gap between HOMO and LUMO (spin up / spin down), eV: 4.4 / 4.4
Energy relative to the best compared isomer or geometry (same formula, charge and spin), kcal per mole: 0.0
Total charge: 0
2S+1: 2
HOMO level (spin up / spin down), hartree: -0.214 / -0.214
E_LUMO (spin up / spin down), eV: -1.4250 / -1.4245

=====

No. 4
Density functional theory data (the ωB97M-V functional and the def2-TZVPD basis) for a structure of composition C34H28IN2OPPdS3.

Each line ends with the Löwdin charge.
Cartesian coordinates (Å):
1 C -2.248 1.397 5.955  -0.0284
2 C 4.237 1.674 -0.932  -0.0042
3 H 0.244 2.700 4.225  0.0985
4 C -2.025 4.225 0.814  -0.0925
5 H 7.046 1.582 -2.826  0.1018
6 H 5.823 2.281 2.377  0.0863
7 C 1.868 3.972 3.667  -0.0915
8 O 2.030 0.120 0.220  -0.0623
9 C 0.800 3.124 3.399  -0.0727
10 H -2.873 6.074 0.145  0.1030
11 H 0.927 3.177 0.016  0.0650
12 S -1.853 -0.618 -1.779  0.4344
13 H 2.760 -0.502 5.272  0.0812
14 C -3.997 4.386 -0.554  -0.0767
15 C -1.411 0.171 3.986  -0.1919
16 H -2.407 1.418 7.027  0.1157
17 H 6.444 0.212 1.186  0.1112
18 C -2.351 2.393 3.793  -0.0810
19 H 2.819 4.678 0.497  0.1094
20 C 4.740 1.095 0.228  -0.1845
21 N 4.424 0.756 2.618  -0.0684
22 H 4.522 -0.555 5.076  0.0923
23 C 6.895 0.873 -0.807  -0.0830
24 C -3.165 2.230 0.099  -0.1122
25 H -4.890 2.519 -1.130  0.1107
26 C 2.645 0.279 1.271  -0.4130
27 Pd -0.351 0.070 -0.161  -0.0298
28 C 3.437 0.173 3.383  -0.2628
29 C -2.961 4.995 0.138  -0.0762
30 C -0.968 -1.104 3.517  -0.6096
31 C 5.154 1.907 3.147  -0.0041
32 C 0.442 2.841 2.083  -0.3537
33 H -0.248 -3.046 3.983  0.0846
34 C 3.620 0.016 4.851  -0.0041
35 H 3.418 5.208 2.842  0.1041
36 H 1.497 -0.698 2.925  0.0790
37 N 3.875 0.931 1.342  0.0573
38 H 7.927 0.555 -0.754  0.1031
39 H -1.338 -0.642 7.330  0.1155
40 S -2.130 1.247 -4.151  0.5234
41 S -0.110 1.464 -1.916  0.5135
42 C 2.375 -0.162 2.618  0.0681
43 P -0.909 1.723 1.575  1.0070
44 H 2.125 4.195 4.696  0.1038
45 H 4.670 2.274 -2.933  0.1090
46 H -2.578 3.267 3.196  0.1044
47 C -4.099 3.002 -0.571  -0.0635
48 H 3.199 1.969 -0.978  0.1004
49 I -1.191 -1.812 1.544  1.1301
50 H -3.193 3.270 5.578  0.1106
51 H 3.705 0.988 5.340  0.0843
52 C -2.122 2.837 0.800  -0.3846
53 C 2.591 4.541 2.630  -0.1027
54 H -4.716 4.989 -1.094  0.1036
55 H -0.308 -2.711 6.428  0.1086
56 C -1.689 1.342 3.204  -0.2887
57 C 6.401 1.446 -1.969  -0.0900
58 C -0.636 -1.916 5.773  -0.0728
59 C -1.608 0.264 5.397  -0.1610
60 C -1.192 -0.776 6.265  -0.0309
61 C -0.573 -2.092 4.377  -0.1860
62 C 2.254 4.247 1.314  -0.0712
63 C 5.070 1.837 -2.027  -0.0655
64 C -2.674 2.417 5.162  -0.0538
65 H -1.213 4.710 1.342  0.1042
66 C 1.193 3.399 1.045  -0.1140
67 H 5.755 1.579 3.992  0.0939
68 C 6.068 0.687 0.291  -0.0318
69 H -3.221 1.149 0.040  0.0682
70 H 4.476 2.707 3.451  0.0765
71 C -1.460 0.767 -2.753  -1.8437

Computed properties:
Gap between HOMO and LUMO, eV: 6.5
Energy relative to the best compared isomer or geometry (same formula, charge and spin), kcal per mole: 15.4
Total charge: 0
HOMO level, hartree: -0.256
E_LUMO, eV: -0.4493